1.
C48H39CsN11O7PS3 | wB97M-V/def2-TZVPD

```
110
Properties=species:S:1:pos:R:3:forces:R:3:lowdin_charge:R:1
Cs -0.39549 0.40845 -0.33672 -0.6204 -2.3857 2.5146 1.117
N 0.48920 -4.66214 3.23960 -0.0583 -0.0113 0.0858 0.020
C 0.82820 -3.57141 2.43148 -0.1255 -0.0969 0.3080 -0.964
S 0.74667 -2.00365 3.12907 0.0015 -0.1354 -0.0034 0.515
N 1.24662 -3.90996 1.24972 0.0424 0.6084 -0.2338 -0.038
N 1.42742 -2.83629 0.39937 0.4681 -0.4521 -0.5166 0.064
C 2.48629 -2.90070 -0.33013 -0.3466 0.0352 0.2558 -0.214
C 3.57955 -3.89153 -0.12140 -0.0408 0.0589 0.1099 -0.181
C 4.12699 -4.06613 1.14989 -0.0408 -0.0442 -0.0419 -0.021
C 5.15039 -4.97459 1.35029 0.0553 -0.0481 0.0127 -0.088
C 5.64148 -5.72566 0.28825 0.0278 -0.0261 0.0382 -0.116
C 5.10285 -5.55802 -0.97697 0.0064 -0.0042 -0.0485 -0.102
C 4.08140 -4.63969 -1.17907 0.0105 -0.0147 -0.0292 -0.041
C 2.64122 -1.94324 -1.45736 0.0327 -0.0798 0.1324 -0.240
C 3.90636 -1.48163 -1.81870 0.0629 0.0007 0.0173 -0.016
C 4.03114 -0.64449 -2.91141 0.0186 0.0276 -0.0043 -0.058
C 2.89310 -0.30244 -3.62283 -0.0833 0.0123 -0.0030 -0.061
C 1.67131 -0.78623 -3.17639 0.0979 0.0417 0.0119 -0.140
N 1.54098 -1.58373 -2.11921 -0.1552 -0.0848 -0.0951 0.095
H -0.09706 -4.37931 4.01025 -0.0044 -0.0338 -0.0490 0.039
H 0.12214 -5.43376 2.69756 0.0052 0.0205 0.0503 0.054
H 3.72900 -3.49335 1.97579 -0.0201 0.0492 0.0317 0.112
H 5.56121 -5.10584 2.34353 0.0229 0.0035 0.0111 0.096
H 6.44171 -6.43801 0.44837 0.0087 -0.0134 0.0092 0.088
H 5.47793 -6.14022 -1.81043 0.0023 0.0025 -0.0017 0.091
H 3.66693 -4.49934 -2.16989 -0.0145 -0.0028 -0.0254 0.116
H 4.77136 -1.77766 -1.23858 -0.0224 0.0206 -0.0191 0.117
H 5.00105 -0.25257 -3.19188 -0.0043 0.0147 -0.0204 0.109
H 2.93375 0.35636 -4.47866 0.0154 0.0000 -0.0204 0.099
H 0.74729 -0.50738 -3.66609 -0.0535 0.0725 -0.0463 0.101
N -4.81799 -0.97171 0.87329 -0.0084 -0.0067 -0.1264 -0.125
P -3.49962 -1.14781 -0.26615 0.0735 -0.1420 0.0314 1.005
C -2.90050 -2.84578 0.08114 -0.1225 0.0109 -0.1218 -0.358
C -1.85336 -3.30047 -0.71943 -0.1227 0.1081 -0.0599 -0.101
C -1.34569 -4.57639 -0.55690 0.0193 -0.0203 0.0839 -0.092
C -1.87528 -5.40885 0.41939 0.0272 0.0093 0.0013 -0.112
C -2.90150 -4.95494 1.23541 0.0131 -0.0071 -0.0144 -0.100
C -3.41172 -3.67461 1.06956 -0.0222 0.0055 0.0114 -0.098
C -4.46818 -1.49446 -1.77976 -0.0803 0.1565 0.0254 -0.360
C -4.11727 -0.74120 -2.89708 -0.0213 0.0100 -0.0361 -0.081
C -4.77228 -0.94413 -4.10614 -0.0334 -0.0174 -0.0203 -0.080
C -5.78563 -1.88442 -4.19824 0.0106 0.0296 -0.0162 -0.106
C -6.14270 -2.63444 -3.08264 -0.0656 -0.0554 -0.0559 -0.106
C -5.48212 -2.44468 -1.88262 0.0173 -0.0733 0.1003 -0.097
C -4.41629 -0.46329 2.09896 -0.1108 0.0595 0.0129 -0.421
C -5.28146 0.14441 3.01347 -0.0111 -0.0147 -0.0258 -0.034
C -4.73655 0.59705 4.19796 0.0235 0.0334 0.0774 -0.093
C -3.37818 0.43463 4.45195 -0.0070 -0.0067 -0.0309 -0.079
C -2.60703 -0.18684 3.48239 -0.0526 0.0898 0.1657 -0.124
N -3.12112 -0.61936 2.33821 0.1096 -0.1344 -0.1655 0.098
H -5.69353 -0.63077 0.50283 0.0445 -0.0595 0.0506 0.096
H -1.43636 -2.64883 -1.48106 0.1012 -0.0062 0.0218 0.095
H -0.50928 -4.90180 -1.15910 0.0265 -0.0176 -0.0196 0.103
H -1.46421 -6.40061 0.56205 0.0114 -0.0236 0.0062 0.094
H -3.29700 -5.59434 2.01525 -0.0142 -0.0201 0.0225 0.092
H -4.20371 -3.31334 1.71315 -0.0254 0.0035 0.0148 0.091
H -3.32202 -0.00528 -2.82552 0.0536 0.0312 0.0070 0.080
H -4.48521 -0.36028 -4.97034 0.0027 0.0174 -0.0366 0.103
H -6.29675 -2.03997 -5.14010 -0.0189 -0.0091 -0.0258 0.092
H -6.92693 -3.37852 -3.15752 -0.0095 -0.0028 -0.0038 0.092
H -5.73288 -3.05264 -1.02002 -0.0071 0.0027 0.0114 0.102
H -6.33391 0.26433 2.78874 0.0034 -0.0021 -0.0041 0.098
H -5.37236 1.08649 4.92615 -0.0041 0.0083 0.0133 0.097
H -2.92277 0.79114 5.36461 -0.0052 0.0114 0.0209 0.097
H -1.54415 -0.35430 3.60735 0.0699 -0.0098 0.0213 0.052
O -1.63027 3.13785 -3.02655 -0.2104 0.1618 -0.0869 -0.019
C -0.83278 2.18688 -2.92625 0.0471 0.1310 -0.1853 -0.693
O -1.10667 0.97927 -2.71417 -0.3001 0.3926 -1.2974 -0.307
C 0.64915 2.51520 -3.08510 0.2333 0.0706 -0.2090 -0.076
C 1.14497 2.81148 -4.31806 -0.2375 -0.1125 0.2137 0.040
C 2.51574 3.08853 -4.48915 0.2526 0.1080 -0.2226 -0.189
C 3.38433 3.06454 -3.42217 -0.1085 -0.0269 0.0371 0.048
C 2.88884 2.79493 -2.15997 0.4100 0.1088 0.0895 -0.087
C 1.49455 2.54628 -1.89230 -0.1222 0.1541 -0.2237 -0.378
O 0.99698 2.37727 -0.76353 1.0176 1.5294 -0.4569 -0.343
N 3.86346 2.84679 -1.08212 -0.3683 -0.1296 -0.1042 -0.346
O 5.05412 2.83493 -1.38134 0.2002 0.0132 0.0242 0.016
O 3.46770 2.90312 0.06805 0.1212 0.0839 0.0369 0.066
N 3.02945 3.39772 -5.79949 -0.1765 -0.0746 0.2132 -0.374
O 4.23231 3.58884 -5.93356 0.0780 0.0400 -0.0912 0.022
O 2.23594 3.45493 -6.73214 0.0603 0.0155 -0.0674 0.028
H 0.48869 2.83858 -5.17665 -0.0072 -0.0025 -0.0196 0.131
H 4.43495 3.26820 -3.55795 -0.0288 -0.0108 0.0034 0.125
C 1.11307 5.01965 1.62710 -0.0299 0.0260 0.0501 -0.025
N 0.67552 5.28742 0.27579 0.0427 -0.0313 0.0099 -0.118
C 1.52386 5.53755 -0.78404 -0.0665 0.1267 -0.2994 -0.072
C 0.78125 5.48477 -1.90918 0.2086 0.1035 0.0795 -0.091
N -0.51526 5.21032 -1.53318 -0.2876 -0.2742 -0.0645 0.080
C -0.57902 5.06527 -0.18476 -0.3042 -0.0362 0.0591 -0.820
S -1.95593 4.73718 0.73233 -0.0510 -0.0463 -0.0440 0.542
H 1.89006 5.73440 1.89974 -0.0055 -0.0248 0.0184 0.092
H 1.50638 4.00334 1.68785 0.0014 0.0070 -0.0080 0.088
H 0.25550 5.12023 2.29004 0.0485 0.0195 -0.0164 0.048
H 2.57416 5.70652 -0.63850 0.0637 -0.0010 -0.0023 0.120
H 1.06347 5.59253 -2.93942 0.0484 -0.0229 -0.0521 0.118
H -1.20432 4.74092 -2.15243 0.3539 0.1216 0.2643 0.121
S 2.45257 1.72740 4.79510 0.0199 -0.0042 0.0093 1.029
C 1.68887 1.03281 3.39245 0.1162 -0.0871 -0.1678 -0.504
N 0.54817 1.50821 3.05638 -0.0599 0.1584 0.1248 0.065
C 0.17571 2.51122 3.94120 -0.1919 -0.0297 -0.1353 -0.330
C -1.01291 3.23495 3.85510 0.0050 -0.0124 0.0638 -0.055
C -1.26086 4.21226 4.79480 0.0296 0.0002 0.0036 -0.091
C -0.34292 4.47325 5.82063 -0.0503 0.0305 -0.0149 -0.109
C 0.83769 3.76415 5.91658 -0.0063 -0.0051 0.0013 -0.109
C 1.09024 2.77852 4.96509 0.0251 0.0758 0.1099 -0.492
H 2.15850 0.21463 2.86993 0.0864 -0.0894 -0.0577 0.017
H -1.69196 3.04883 3.03620 -0.0120 -0.0131 -0.0301 0.072
H -2.16668 4.79774 4.71970 -0.0383 0.0333 0.0168 0.100
H -0.55782 5.24895 6.54430 -0.0037 0.0263 0.0271 0.091
H 1.54572 3.97179 6.70693 0.0431 0.0039 0.0334 0.096
```
Positions in Å, forces in eV/Å.

Net charge: -2
Gap between HOMO and LUMO: 6.122 eV
Multiplicity: 1
Energy relative to the best compared isomer or geometry (same formula, charge and spin): 51.34 kJ/mol
LUMO energy: 3.58 eV
Largest force on an atom: 3.5 eV/A



2.
C28H66Cl2O12P2Si2 | wB97M-V/def2-TZVPD

```
112
Properties=species:S:1:pos:R:3:forces:R:3:lowdin_charge:R:1
C 1.91178 -3.71256 4.49437 0.1525 0.6776 0.0875 -0.106
C 2.32074 -2.41385 5.22845 -0.0953 -0.6033 -0.2095 -0.258
C 3.17369 -1.50094 4.36395 0.0135 0.3221 0.4749 -0.209
C 3.81940 -0.37987 5.15955 -0.4873 -0.4771 0.0725 -0.257
O 4.67295 -0.90854 6.18734 0.3104 -0.0386 -0.1441 -0.247
Si 6.28913 -0.84386 5.97526 0.3294 0.4273 -0.3282 0.312
O 7.04107 -2.12429 6.68067 -0.7972 -0.0235 0.2176 -0.390
Si 6.28303 -3.57583 7.02509 0.9133 -0.5620 0.4050 0.244
P 4.60121 -3.44314 8.47036 -0.9018 0.5498 -0.1424 0.724
C 4.18469 -5.21975 8.73730 0.4131 0.1317 -0.3966 -0.360
C 5.32200 -2.92270 10.08871 0.2049 -0.1511 -0.0157 -0.340
P 5.57263 -4.52080 5.10759 -0.6494 0.3156 -0.5753 0.715
C 7.17649 -4.84361 4.28954 0.3677 -0.1706 0.5693 -0.336
O 5.14312 -6.03808 5.62912 0.0561 -0.0228 0.0598 -0.391
C 6.94190 0.77804 6.64132 0.6082 0.1075 0.7031 -0.720
Cl 6.42365 2.13688 5.68108 -0.1067 -0.0703 -0.1189 0.620
C 7.71403 0.98760 7.72139 -0.2761 -0.3327 -0.3908 -0.787
C 8.20407 -0.10481 8.63378 -0.1025 0.0800 -0.0881 -0.116
Cl 8.21266 2.56958 8.20286 -0.0299 0.1903 -0.0576 0.672
H 2.05529 -4.58394 5.12223 -0.0911 -0.1988 0.0644 0.056
H 0.87349 -3.64931 4.18435 -0.1470 -0.1878 -0.1268 0.060
H 2.53291 -3.82943 3.61028 0.0255 -0.2048 -0.1411 0.053
H 2.85822 -2.66787 6.13779 0.1320 0.0727 0.1205 0.052
H 1.41494 -1.89192 5.52831 -0.0461 0.2015 0.1815 0.107
H 2.54540 -1.01743 3.61626 0.0246 -0.0792 -0.3438 0.115
H 3.96053 -2.07369 3.87548 0.0209 -0.0926 -0.1898 0.086
H 4.36875 0.27318 4.48732 0.1164 0.2405 -0.0050 0.084
H 3.04423 0.18465 5.67007 -0.0178 0.2814 0.0478 0.126
H 6.57847 -0.87871 4.52692 0.0050 0.0406 -0.0134 0.047
H 7.35365 -4.46624 7.58283 0.0526 0.0731 -0.0649 -0.025
H 3.64139 -5.56390 7.86347 -0.1475 -0.0863 -0.0679 0.013
H 5.05954 -5.85463 8.85247 0.0611 -0.1482 0.2483 0.027
H 3.53784 -5.28048 9.60394 -0.0745 -0.0853 0.1800 0.030
H 6.23402 -2.34496 9.97880 0.1177 0.1196 -0.0846 0.004
H 4.58574 -2.29764 10.58216 -0.0562 0.0780 0.1374 0.022
H 5.55019 -3.76987 10.72976 0.0396 -0.1464 0.0342 0.034
H 7.90650 -5.26988 4.98169 0.0838 -0.0381 0.0334 0.029
H 7.04462 -5.55180 3.47843 -0.1476 0.0447 -0.2461 0.034
H 7.59510 -3.91498 3.91479 -0.0085 0.1662 -0.1758 0.033
H 5.89055 -6.50469 6.01500 0.0634 -0.2022 0.1642 0.040
H 8.86875 0.28836 9.39100 0.1123 0.1389 0.0553 0.063
H 8.72788 -0.86804 8.07045 0.0105 -0.1703 -0.0408 0.078
H 7.35706 -0.55575 9.14108 -0.0784 -0.1637 0.0708 0.065
C -3.53803 -4.78633 -1.65230 -0.0271 0.0698 -0.0353 -0.115
O -3.04353 -3.61816 -1.04151 0.1684 -0.0986 0.0921 -0.196
C -3.55339 -3.43777 0.26770 -0.0395 0.0719 -0.1863 -0.209
C -2.67777 -2.49875 1.06373 -0.0288 0.0635 0.0962 -0.185
O -1.49955 -3.10104 1.57418 0.0088 -0.0133 0.0086 -0.130
C -0.43206 -3.31203 0.66301 0.0345 -0.1114 0.1065 -0.182
C 0.33043 -2.05567 0.31371 0.0151 0.0052 -0.2345 -0.207
O -0.36242 -1.29836 -0.66240 -0.1475 0.0491 0.1160 -0.199
C 0.07158 0.04136 -0.70734 -0.0160 -0.0575 -0.0624 -0.117
H -4.62949 -4.75327 -1.75226 -0.0067 -0.0418 0.0111 0.088
H -3.09589 -4.85185 -2.64428 -0.0034 0.0227 -0.0100 0.087
H -3.25857 -5.67922 -1.08046 -0.0486 -0.0056 0.0045 0.088
H -3.61398 -4.40125 0.78829 -0.0034 -0.0031 0.0282 0.128
H -4.56427 -3.01123 0.19886 -0.0339 -0.0589 0.0915 0.128
H -3.24270 -2.19498 1.94741 0.0023 0.0018 0.0099 0.127
H -2.44821 -1.60082 0.48648 0.0042 -0.0566 -0.1095 0.123
H -0.77498 -3.82766 -0.23613 -0.0105 0.1271 -0.0886 0.123
H 0.25606 -3.97786 1.18815 -0.0044 0.0031 0.0214 0.124
H 1.31536 -2.33432 -0.08795 0.0488 0.0150 0.1113 0.129
H 0.47699 -1.45995 1.22314 0.0190 -0.0164 0.0313 0.124
H -0.10632 0.54554 0.24992 0.0828 -0.0039 0.0117 0.090
H -0.50511 0.54875 -1.47765 0.0108 0.0093 -0.0206 0.082
H 1.13664 0.10371 -0.96089 0.0053 0.0652 0.0408 0.091
C 0.66916 -0.26015 -4.43629 0.0234 0.0765 0.0383 -0.105
O 0.58611 1.05114 -4.94639 -0.1623 -0.0448 -0.1157 -0.195
C 1.44657 1.25674 -6.05148 -0.0001 0.0390 0.1992 -0.210
C 1.00469 2.45231 -6.86243 0.0668 0.0654 -0.0772 -0.185
O -0.09176 2.19211 -7.72343 -0.0021 0.0008 0.0015 -0.126
C -1.37888 2.12528 -7.12991 -0.0460 -0.0883 -0.0762 -0.182
C -1.96420 3.47212 -6.77626 -0.0636 0.0044 0.1988 -0.205
O -1.42027 3.95858 -5.56051 0.1924 0.0076 -0.0933 -0.193
C -1.60379 5.34689 -5.41759 -0.0432 -0.0941 0.0399 -0.108
H 1.68192 -0.48138 -4.07801 -0.0060 -0.0655 -0.0172 0.091
H -0.02427 -0.33623 -3.60246 0.0042 -0.0113 0.0138 0.072
H 0.38526 -0.99660 -5.19708 0.0667 -0.0218 0.0046 0.091
H 1.45723 0.36906 -6.69561 0.0116 -0.0003 -0.0269 0.128
H 2.46630 1.43372 -5.68017 0.0447 -0.0544 -0.0901 0.128
H 1.82778 2.71888 -7.52866 -0.0004 0.0040 -0.0099 0.127
H 0.80688 3.30804 -6.21355 -0.0444 -0.0652 0.0945 0.123
H -1.38361 1.46172 -6.26305 0.0202 0.0869 0.0856 0.124
H -2.01790 1.68181 -7.89599 0.0044 -0.0028 -0.0096 0.128
H -3.05303 3.36931 -6.66236 -0.0154 0.0328 -0.1041 0.124
H -1.76155 4.17775 -7.59138 -0.0075 -0.0048 -0.0289 0.130
H -1.09639 5.89378 -6.22136 -0.0832 0.0382 -0.0169 0.091
H -1.16967 5.64495 -4.46544 -0.0179 -0.0307 0.0300 0.090
H -2.67094 5.60119 -5.41937 0.0256 0.1015 -0.0310 0.068
C -5.64692 6.25260 -4.06647 -0.0386 0.0375 -0.0525 -0.113
O -6.57959 6.10216 -5.11100 -0.0119 -0.2115 0.0380 -0.193
C -5.95239 5.92088 -6.36786 -0.1051 0.1673 0.1349 -0.206
C -6.88796 5.24859 -7.34450 0.0180 0.0104 -0.1444 -0.183
O -6.99382 3.84557 -7.16569 0.0116 -0.0023 0.0021 -0.127
C -7.79902 3.38785 -6.09076 0.0654 -0.1037 0.0237 -0.184
C -9.28394 3.47526 -6.35452 -0.0911 0.1072 0.1444 -0.210
O -9.75565 4.79603 -6.15662 0.1100 0.0474 -0.1654 -0.196
C -10.99648 5.01932 -6.78371 0.0066 0.0139 0.0781 -0.115
H -5.00841 7.12991 -4.22734 0.0438 -0.0258 0.0290 0.088
H -6.20292 6.38511 -3.14092 -0.0232 0.0215 -0.0081 0.088
H -5.01695 5.35910 -3.97687 0.0581 0.0491 0.0147 0.087
H -5.04948 5.30722 -6.25665 0.0102 -0.0094 -0.0298 0.109
H -5.66341 6.90641 -6.76029 0.1022 -0.0619 -0.0762 0.131
H -6.46362 5.37270 -8.34303 -0.0028 -0.0066 -0.0104 0.128
H -7.86897 5.72785 -7.33443 -0.0015 0.0216 0.1248 0.124
H -7.54127 3.89204 -5.15740 -0.0857 0.0922 -0.0066 0.123
H -7.54650 2.33115 -5.98252 0.0107 -0.0033 -0.0074 0.127
H -9.81009 2.80283 -5.66207 -0.0017 -0.0798 -0.0761 0.128
H -9.48634 3.14930 -7.38209 0.0090 -0.0294 -0.0107 0.128
H -10.92021 4.88063 -7.86877 -0.0378 -0.0451 0.0081 0.088
H -11.28628 6.04826 -6.58198 -0.0015 0.0058 0.0280 0.087
H -11.76949 4.34884 -6.38977 -0.0161 -0.0084 -0.0412 0.088
```
Positions in Å, forces in eV/Å.

Net charge: 0
Gap between HOMO and LUMO: 8.760 eV
Multiplicity: 1
Energy relative to the best compared isomer or geometry (same formula, charge and spin): 46.23 kJ/mol
LUMO energy: 0.51 eV
Largest force on an atom: 1.1 eV/A